1.
A 2-piece molecular cluster, C5H14 overall at a distorted geometry, computed with the ωB97M-V functional and the def2-TZVPD basis.

Each line ends with the Mulliken charge.
Element x y z (Å)
1 C -0.945 0.282 -1.186  0.3259
2 C 2.292 -0.451 0.522  -0.8696
3 C -2.279 -0.495 -1.395  -1.5579
4 C -0.862 1.232 0.029  -1.2801
5 C 1.572 -0.614 1.777  -0.4563
6 H -1.701 1.951 -0.021  0.4218
7 H 3.347 -0.550 0.641  0.3882
8 H 2.161 -0.031 2.641  0.2302
9 H -3.040 0.241 -1.644  0.3345
10 H 1.877 -1.154 -0.235  0.2164
11 H 1.526 -1.690 2.029  0.2430
12 H 2.308 0.623 0.228  0.2018
13 H -2.352 -1.012 -2.238  0.4394
14 H 0.596 -0.251 1.683  0.0407
15 H -0.099 -0.492 -1.045  -0.0610
16 H -0.719 0.728 -2.191  0.3042
17 H 0.085 1.710 0.000  0.2411
18 H -1.239 0.814 0.946  0.3481
19 H -2.527 -0.840 -0.541  0.4898

Total charge ... 0
HOMO ... -10.795 eV
Gap between HOMO and LUMO ... 11.94 eV
Multiplicity ... 1
E_LUMO ... 1.141 eV

2.
A 2-piece molecular cluster, C4H14NO2 overall at a distorted geometry, computed with the ωB97M-V functional and the def2-TZVPD basis.

Each line ends with the Mulliken charge.
Element x y z (Å)
1 O 2.024 -1.457 -0.325  -0.5297
2 O -0.588 -0.741 2.196  -0.6029
3 N -0.380 -0.458 -0.359  -0.3321
4 C -1.352 1.562 0.754  -1.1895
5 C 1.948 -0.646 -1.433  -0.2969
6 C 0.712 0.250 -1.204  -0.7923
7 C -1.683 0.452 -0.157  -0.2514
8 H 0.147 -0.581 0.551  0.4160
9 H -2.050 0.665 -1.215  0.4292
10 H 0.893 1.047 -0.526  0.3752
11 H -0.295 1.724 0.915  0.3572
12 H -1.762 1.495 1.718  0.3933
13 H 0.184 0.733 -1.970  0.5581
14 H -0.363 -1.610 2.638  0.2768
15 H -2.333 -0.216 0.445  0.2763
16 H 1.621 -1.345 -2.303  0.2748
17 H 2.852 -1.927 0.052  0.3479
18 H -0.063 -0.186 2.739  0.3191
19 H -1.592 2.488 0.169  0.2800
20 H 2.703 0.105 -1.806  0.3365
21 H -0.623 -1.353 -0.879  0.3544

Total charge ... +1
HOMO ... -14.580 eV
Gap between HOMO and LUMO ... 11.66 eV
Multiplicity ... 1
E_LUMO ... -2.919 eV

3.
C48H35F4N7O3PRuS as an isolated structure at a distorted geometry, computed with the ωB97M-V functional and the def2-TZVPD basis.

Each line ends with the Mulliken charge.
Element x y z (Å)
1 Ru 0.374 -0.965 0.666  0.0412
2 S -0.149 0.130 -2.405  1.3917
3 P 2.634 -0.871 0.214  3.0472
4 F -0.705 6.307 0.022  -0.2972
5 F -5.043 3.027 0.063  -0.3609
6 F -2.713 2.041 0.730  -0.2579
7 F -3.025 7.296 -0.639  -0.2734
8 O 1.618 -1.270 4.744  -0.4865
9 O 0.419 -0.403 -3.604  -0.7482
10 O 0.435 1.274 -1.778  -0.5759
11 N -7.495 4.292 -1.020  -0.4385
12 N -0.092 -1.086 -1.230  0.0544
13 N -0.126 1.036 1.018  -0.3653
14 N -0.353 -3.086 -0.296  -0.0252
15 N 1.821 4.905 1.044  -0.4791
16 N 0.774 -1.034 2.707  0.8353
17 N -5.870 8.243 -1.085  -0.3610
18 C 3.729 1.554 0.830  -0.4493
19 C -0.400 -0.846 3.604  -0.3808
20 C -1.528 -1.832 3.291  0.5442
21 C 3.197 -1.481 2.993  -0.2068
22 C -0.620 -5.151 -1.441  -1.0685
23 C 4.083 -3.081 -2.940  -0.8223
24 C 3.898 2.466 -1.787  -1.3012
25 C 5.880 -1.897 2.364  -0.7925
26 C -5.616 7.141 -0.890  -0.2909
27 C 3.043 -4.553 -1.349  -0.7881
28 C -4.067 -0.276 -3.197  -0.9582
29 C 3.055 -2.170 -0.966  0.7084
30 C -4.178 5.229 -0.313  0.3142
31 C -1.592 4.122 0.410  1.2081
32 C 4.121 -1.817 3.987  -0.7315
33 C 5.451 -2.028 3.675  -0.7086
34 C -2.712 -0.538 -3.111  -0.6102
35 C 0.216 -1.015 4.997  -0.7172
36 C -2.365 1.663 -2.172  -0.7811
37 C -0.370 3.583 0.713  0.4541
38 C 3.282 0.747 -0.223  1.1510
39 C -0.502 -4.497 -2.660  -0.9304
40 C -0.269 -2.462 -1.481  0.7659
41 C -0.194 2.173 0.876  0.4115
42 C -1.024 -3.270 3.196  -1.2466
43 C 3.761 -1.984 -2.151  -0.2946
44 C -1.768 5.518 0.059  -0.2583
45 C -2.798 3.329 0.382  0.4048
46 C 4.377 3.244 -0.745  -0.6978
47 C -3.724 1.911 -2.283  -0.4308
48 C -0.519 -4.408 -0.279  -0.1067
49 C -6.071 1.212 -2.872  -1.6043
50 C -1.866 0.433 -2.584  -0.1721
51 C -0.315 -3.123 -2.699  -0.7541
52 C 3.629 -1.349 1.668  -0.0398
53 C 1.810 -1.258 3.430  0.7391
54 C 2.713 -3.465 -0.563  -1.1790
55 C 3.340 1.223 -1.531  -0.2798
56 C -5.390 5.744 -0.653  1.3759
57 C 4.281 2.793 0.565  -0.9181
58 C 4.974 -1.560 1.373  -0.6955
59 C -6.560 4.929 -0.823  -0.1911
60 C 0.834 4.346 0.872  -0.7340
61 C -2.963 6.030 -0.280  0.1641
62 C 3.721 -4.359 -2.547  -0.7249
63 C -4.596 0.945 -2.780  0.6397
64 C -3.995 3.830 0.044  0.0244
65 C -2.287 -1.392 2.042  -0.7117
66 H 3.947 2.830 -2.804  0.4941
67 H -6.581 0.844 -1.979  0.3030
68 H 2.219 -3.625 0.388  0.4624
69 H -0.486 -3.574 4.095  0.3928
70 H -0.769 0.170 3.454  0.4814
71 H -4.727 -1.027 -3.611  0.4779
72 H 4.632 -2.932 -3.860  0.4975
73 H 3.786 -1.913 5.009  0.5707
74 H 6.919 -2.056 2.109  0.4885
75 H -0.184 -1.868 5.541  0.3923
76 H -2.322 -1.477 -3.478  0.4562
77 H -4.115 2.881 -1.999  0.4469
78 H -1.643 -1.285 1.147  -0.2489
79 H -0.545 -5.058 -3.584  0.4955
80 H -0.782 -6.218 -1.388  0.4910
81 H 4.636 3.410 1.378  0.4609
82 H -0.585 -4.877 0.695  0.4095
83 H 4.084 -1.004 -2.461  0.4374
84 H -3.042 -2.122 1.750  0.5721
85 H -1.863 -3.956 3.074  0.5494
86 H 3.674 1.205 1.854  0.3498
87 H -0.169 -2.591 -3.626  0.7258
88 H -6.277 2.278 -2.957  0.3586
89 H -2.225 -1.774 4.133  0.4220
90 H -2.764 -0.421 2.178  0.3882
91 H 3.989 -5.209 -3.160  0.4508
92 H -6.511 0.707 -3.730  0.4747
93 H 5.321 -1.453 0.352  0.4716
94 H 6.151 -2.293 4.456  0.4573
95 H -0.355 -3.398 2.344  -0.1750
96 H 2.918 0.659 -2.349  0.2076
97 H 0.150 -0.125 5.616  0.3240
98 H -1.682 2.420 -1.811  0.9463
99 H 2.788 -5.553 -1.023  0.4982
100 H 4.808 4.215 -0.949  0.4409

<S²> ... 0.76
Total charge ... +2
HOMO (alpha / beta) ... -13.854 / -13.837 eV
Gap between HOMO and LUMO (alpha / beta) ... 6.14 / 6.11 eV
Multiplicity ... 2
E_LUMO (alpha / beta) ... -7.718 / -7.730 eV

4.
One molecule with the formula C21H32N4O3, computed with the ωB97M-V functional and the def2-TZVPD basis.

Each line ends with the Mulliken charge.
Element x y z (Å)
1 O 1.360 2.996 -0.451  -0.6399
2 O -0.067 -0.610 -3.960  -0.6914
3 O -0.893 -1.287 -0.825  0.1469
4 N -0.553 3.721 -1.419  0.3151
5 N 0.574 -2.834 -0.394  -0.7147
6 N 0.746 0.394 -2.112  0.1942
7 N -1.593 -2.304 -0.153  -0.6961
8 C 0.863 -0.475 2.876  -0.8482
9 C 0.218 1.522 1.515  -0.6811
10 C 0.222 -1.745 3.415  0.0754
11 C -0.682 1.669 -3.581  1.6350
12 C -0.012 4.214 -3.809  -1.1579
13 C 0.569 -3.886 4.729  -0.0634
14 C -0.044 0.302 1.951  -0.5511
15 C 1.201 -2.609 4.196  -0.8966
16 C 0.137 3.012 -0.486  0.3210
17 C 1.353 -0.783 -1.587  -1.0845
18 C 1.564 -4.766 5.475  -1.3459
19 C -1.870 1.983 -2.674  -0.5140
20 C -0.749 2.040 -5.028  -1.0669
21 C 0.032 0.380 -3.260  -0.4040
22 C -0.665 2.283 0.575  -0.1093
23 C -1.863 3.298 -1.875  -1.3919
24 C -0.939 -4.459 0.782  -1.1554
25 C 0.213 2.755 -4.129  0.1556
26 C -0.665 -3.185 0.072  0.8362
27 C 0.364 -1.672 -0.922  0.8622
28 C 0.184 4.572 -2.340  -0.8698
29 H -1.236 3.036 1.132  0.5026
30 H -2.789 1.944 -3.264  0.6042
31 H -0.194 -2.324 2.586  -0.2905
32 H -0.262 -3.630 5.394  0.3306
33 H 1.234 4.570 -2.074  0.4677
34 H 1.180 0.168 3.702  0.5467
35 H -2.507 3.157 -1.002  0.4824
36 H 2.050 -2.866 3.550  0.3630
37 H 0.907 1.264 -1.632  0.1076
38 H 1.847 -1.346 -2.379  0.3579
39 H -0.944 -0.208 1.606  0.5430
40 H 1.254 2.518 -4.296  0.3807
41 H -1.007 4.522 -4.138  0.3961
42 H 1.615 -2.034 5.032  0.3722
43 H -0.844 -5.309 0.107  0.3741
44 H -1.384 1.599 0.118  0.1022
45 H -1.626 2.566 -5.378  0.2476
46 H 1.087 -5.673 5.848  0.3862
47 H -0.627 -1.479 4.055  0.3331
48 H 1.117 2.031 1.849  0.3568
49 H -0.182 5.597 -2.199  0.3195
50 H -0.191 -4.605 1.566  0.1911
51 H -0.371 1.331 -5.748  0.3223
52 H -1.969 1.160 -1.961  -0.0246
53 H 2.387 -5.067 4.823  0.3286
54 H 0.691 4.814 -4.389  0.4434
55 H -1.919 -4.463 1.251  0.3053
56 H 1.992 -4.239 6.330  0.3276
57 H 0.133 -4.452 3.900  0.0896
58 H -2.330 4.123 -2.409  0.4357
59 H 2.118 -0.486 -0.872  0.4115
60 H 1.765 -0.742 2.313  0.2268

Total charge ... 0
HOMO ... -9.323 eV
Gap between HOMO and LUMO ... 10.09 eV
Multiplicity ... 1
E_LUMO ... 0.763 eV

| no. | E (Ha) |
| --- | --- |
| 1 | -198.825214 |
| 2 | -365.736567 |
| 3 | -3692.441063 |
| 4 | -1264.129012 |